No. 1
C28H39BF14N6O12P | ωB97M-V with the def2-TZVPD basis set

Atoms and positions in Å:
C  -2.6054  -5.9996  1.2965
C  -2.0816  -5.6344  -0.2045
O  -1.3155  -6.4290  -0.8426
N  -2.5362  -4.3750  -0.8290
C  -1.4189  -3.3958  -1.0088
C  -2.0604  -1.9841  -1.4586
C  -1.8653  -0.8039  -0.3674
C  -3.1011  0.2231  -0.5248
N  -3.4118  0.8715  0.8164
N  -2.9725  2.1168  0.9988
C  -3.2527  2.7248  2.2445
B  -2.6210  4.2543  2.4092
N  -1.5986  4.6300  3.4354
O  -3.1693  5.2204  1.4683
C  -4.0484  2.2243  3.4959
C  -4.5693  0.7285  3.2567
N  -5.3563  -0.0145  4.2696
C  -5.3105  0.6226  5.6038
O  -6.2799  1.3240  6.0180
F  -4.2284  0.4643  6.5318
C  -6.7845  -0.1402  3.8983
O  -7.5779  -0.8886  4.5323
F  -7.3670  0.5367  2.7581
C  -4.1346  0.2054  1.8567
P  -4.6510  -1.6143  1.4747
N  -3.5602  -2.6015  2.1183
H  -1.6809  -5.9374  1.9719
H  -3.4042  -5.2692  1.6774
H  -3.0727  -7.0502  1.3324
H  -3.2841  -4.0037  -0.2115
H  -0.7046  -3.7357  -1.8497
H  -0.7951  -3.2224  -0.0418
H  -3.2085  -2.1409  -1.5592
H  -1.5821  -1.6035  -2.4361
H  -1.7966  -1.1817  0.7191
H  -0.8908  -0.2288  -0.6181
H  -2.7227  1.0804  -1.2129
H  -4.0289  -0.2027  -1.0413
H  -0.8784  3.8859  3.5186
H  -2.0176  4.7914  4.3663
H  -2.6593  6.0636  1.5381
H  -4.2271  2.8015  4.4693
H  -4.7757  -1.8693  0.0708
H  -5.9592  -1.8937  2.0515
H  -2.8317  -2.0121  2.5547
C  4.6655  -0.3631  -0.9693
C  3.9942  -1.6977  -0.7117
O  3.3128  -1.6837  0.5542
C  2.0745  -1.1481  0.5547
O  1.5318  -0.6919  -0.4231
C  1.4515  -1.2436  1.9448
F  2.3143  -0.9054  2.9262
F  1.0302  -2.4981  2.2227
F  0.3752  -0.4377  2.0915
H  5.3269  -0.0988  -0.1404
H  5.2500  -0.3964  -1.8909
H  3.9270  0.4382  -1.0556
H  4.7508  -2.4835  -0.6529
H  3.3110  -1.9678  -1.5215
C  -5.3565  0.3713  -5.4702
C  -4.7135  -0.9698  -5.7653
O  -3.5728  -0.8042  -6.6208
C  -2.4144  -0.4708  -6.0091
O  -2.2995  -0.3071  -4.8177
C  -1.2806  -0.3780  -7.0265
F  -1.6443  0.2763  -8.1508
F  -0.8546  -1.5997  -7.4164
F  -0.2002  0.2682  -6.5441
H  -5.6016  0.8930  -6.3991
H  -6.2704  0.2411  -4.8862
H  -4.6766  1.0193  -4.9108
H  -5.4205  -1.6050  -6.3036
H  -4.4408  -1.4967  -4.8467
C  9.5580  -3.3926  2.0743
C  8.9404  -3.4208  0.6900
O  8.4029  -2.1324  0.3512
C  9.2847  -1.2330  -0.1446
O  10.4585  -1.4546  -0.3050
C  8.5735  0.0677  -0.5070
F  7.6911  0.4640  0.4423
F  7.8690  -0.0443  -1.6598
F  9.4234  1.0981  -0.6821
H  8.8341  -3.0335  2.8111
H  9.8954  -4.3892  2.3667
H  10.4128  -2.7127  2.1098
H  8.1043  -4.1240  0.6756
H  9.6574  -3.7566  -0.0639
C  2.5288  7.4086  -0.2581
C  1.9323  6.8107  1.0010
O  1.2542  5.5790  0.7025
C  2.0319  4.4739  0.6386
O  3.2247  4.4748  0.8101
C  1.1802  3.2372  0.3661
F  0.2500  3.4447  -0.5928
F  0.5028  2.8350  1.4707
F  1.9101  2.1794  -0.0387
H  1.7614  7.5285  -1.0277
H  2.9748  8.3831  -0.0486
H  3.3000  6.7567  -0.6760
H  1.1822  7.4913  1.4106
H  2.6905  6.6628  1.7747

Its net charge is +1. For the HOMO energy, the calculation gives -11.5 eV.

---

No. 2
C28H39HfN4O5PSe | ωB97M-V with the def2-TZVPD basis set

Atoms and positions in Å:
Hf  0.1105  -0.9187  -0.6389
O  -0.1076  -2.5557  0.4196
C  0.0012  -3.7624  0.0491
C  0.4502  -4.1938  -1.2199
C  0.5309  -5.5848  -1.4495
C  1.0078  -6.0479  -2.6391
C  1.4272  -5.1724  -3.6453
C  1.3691  -3.8108  -3.4422
C  0.8847  -3.2882  -2.2433
O  0.8638  -1.9725  -2.0600
N  1.0881  -7.5069  -2.8680
O  1.4931  -7.8628  -3.9514
O  0.7717  -8.2188  -1.9402
H  -0.2874  -4.5251  0.7749
H  0.2243  -6.2869  -0.6837
H  1.7913  -5.5896  -4.5747
H  1.6930  -3.1236  -4.2124
C  -6.2655  0.5917  -4.3247
C  -5.2625  0.3981  -3.2268
C  -5.6225  0.4494  -1.8868
C  -4.7064  0.2440  -0.8618
C  -5.1491  0.3184  0.5713
C  -3.3810  -0.0327  -1.2069
Se  -2.1378  -0.3828  0.2423
C  -2.9837  -0.0823  -2.5437
C  -1.5715  -0.3949  -2.9608
C  -3.9304  0.1368  -3.5328
H  -7.2164  0.9601  -3.9466
H  -6.4487  -0.3576  -4.8321
H  -5.8940  1.2926  -5.0727
H  -6.6535  0.6511  -1.6216
H  -6.2147  0.5241  0.6344
H  -4.6139  1.1063  1.1044
H  -4.9476  -0.6246  1.0833
H  -0.8480  0.2498  -2.4295
H  -1.4526  -0.1831  -4.0216
H  -1.3636  -1.4628  -2.8205
H  -3.6337  0.1023  -4.5760
O  0.7403  0.9367  -0.8748
P  2.1482  0.9590  -0.2876
N  2.2205  -0.6686  0.3340
C  3.3690  -1.5115  -0.1119
C  3.2489  -2.7746  0.7330
C  2.6265  -2.3067  2.0677
C  2.1162  -0.8755  1.8183
N  3.2155  1.1295  -1.4882
C  4.6289  1.5492  -1.3213
C  5.2214  1.3139  -2.7060
C  4.0500  1.6288  -3.6396
C  2.8640  0.9845  -2.9270
N  2.1988  1.9734  0.9781
C  3.4137  2.2247  1.8046
C  3.5802  3.7394  1.7672
C  2.1258  4.2161  1.7567
C  1.4597  3.2706  0.7663
H  4.3117  -1.0083  0.1126
H  3.3192  -1.6965  -1.1825
H  4.2205  -3.2414  0.8767
H  2.6146  -3.5047  0.2389
H  3.3706  -2.2950  2.8601
H  1.8247  -2.9669  2.3892
H  2.7461  -0.1601  2.3431
H  1.0880  -0.7202  2.1569
H  5.1364  0.9672  -0.5504
H  4.6779  2.6062  -1.0497
H  5.5093  0.2667  -2.8175
H  6.0962  1.9348  -2.8819
H  4.1887  1.2153  -4.6358
H  3.9081  2.7057  -3.7348
H  2.7934  -0.0747  -3.1941
H  1.9136  1.4671  -3.1449
H  4.2843  1.6826  1.4333
H  3.2081  1.9060  2.8284
H  4.0908  4.0534  0.8540
H  4.1432  4.1071  2.6217
H  2.0150  5.2562  1.4602
H  1.6884  4.0911  2.7481
H  1.5958  3.6305  -0.2578
H  0.3965  3.1234  0.9444

Its net charge is +2. For the HOMO energy, the calculation gives -12.8 eV. The calculation puts the relative energy (zero: lowest compared OMol25 entry of this formula, charge and spin) at 17.3 kcal per mole.

---

No. 3
C28H39N7O3PSr | ωB97M-V with the def2-TZVPD basis set

Atoms and positions in Å:
Sr  0.5812  0.5903  -0.8920
N  2.6690  1.0063  -1.7500
C  2.9925  -0.3883  -2.1447
C  2.6373  -1.3342  -0.9850
O  3.5871  -1.8029  -0.3117
N  1.3423  -1.4940  -0.8073
C  0.9259  -2.2000  0.3833
C  -0.4253  -1.7152  0.9192
O  -1.0134  -2.4282  1.7410
O  -0.9034  -0.6068  0.4617
H  3.3729  1.6594  -2.0674
H  2.6954  1.0349  -0.7303
H  4.0549  -0.5279  -2.3442
H  2.4288  -0.6531  -3.0433
H  1.6595  -2.1149  1.1930
H  0.8219  -3.2758  0.2049
C  2.6965  0.4649  1.8308
N  1.8249  1.3062  1.0091
C  1.8423  2.5868  1.0971
C  0.9247  3.4281  0.3952
C  0.8750  4.8304  0.4732
C  -0.2271  5.2181  -0.2873
C  -0.7838  4.0274  -0.7786
N  -0.1061  2.9456  -0.3759
C  3.8132  1.1565  2.5728
C  3.5763  1.8704  3.7453
C  4.6132  2.5096  4.4090
C  5.9066  2.4412  3.9083
C  6.1533  1.7334  2.7407
C  5.1113  1.0994  2.0768
H  3.1374  -0.3101  1.2041
H  2.0520  -0.0579  2.5467
H  2.5578  3.1097  1.7404
H  1.5675  5.4611  1.0127
H  -0.5830  6.2236  -0.4566
H  -1.6487  3.9182  -1.4221
H  2.5670  1.9204  4.1391
H  4.4136  3.0568  5.3225
H  6.7190  2.9326  4.4295
H  7.1619  1.6661  2.3514
H  5.3041  0.5330  1.1719
C  -5.4039  0.8987  -1.0178
N  -3.9346  0.6840  -1.2735
C  -3.7154  -0.7726  -1.7041
N  -4.2713  -1.6832  -0.7641
C  -5.6753  -1.3963  -0.5383
N  -5.8999  -0.0339  -0.0578
C  -5.2810  0.1423  1.2759
P  -3.3787  -0.1249  1.3924
C  -3.1308  1.0214  -0.0607
C  -3.4870  -1.7460  0.4765
H  -5.9240  0.7724  -1.9700
H  -5.5341  1.9209  -0.6609
H  -3.5852  1.2651  -2.0412
H  -2.6382  -0.8948  -1.8154
H  -4.2158  -0.8705  -2.6698
H  -6.0729  -2.0960  0.1963
H  -6.2177  -1.5282  -1.4798
H  -5.7808  -0.5516  1.9564
H  -5.5143  1.1520  1.6273
H  -2.1111  1.0344  -0.3953
H  -3.4059  2.0203  0.2851
H  -3.9593  -2.4592  1.1550
H  -2.4856  -2.1073  0.2535
C  -0.6389  0.2313  -6.3436
C  -1.8379  0.0336  -5.4032
C  -2.2844  -1.4354  -5.4562
C  -2.9881  0.9374  -5.8645
C  -1.4312  0.3753  -4.0251
C  -1.0617  0.6079  -2.8756
H  -0.9075  -0.0214  -7.3745
H  0.1903  -0.4023  -6.0284
H  -0.3047  1.2688  -6.3104
H  -2.4982  -1.7402  -6.4854
H  -3.1831  -1.5867  -4.8542
H  -1.5004  -2.0751  -5.0510
H  -3.2566  0.7166  -6.9022
H  -2.6958  1.9857  -5.7933
H  -3.8725  0.7861  -5.2404

Its net charge is -1. For the HOMO energy, the calculation gives -4.6 eV. The calculation puts the relative energy (zero: lowest compared OMol25 entry of this formula, charge and spin) at 60.4 kcal per mole.

---

no.,M (g/mol),energy (eV),orbital gap (Eh)
1,959.408,-111177.105,0.211
2,800.067,-121797.406,0.197
3,640.260,-56366.833,0.247